Entry 1:
Molecular formula: C20H31F17IN4O7P2
Method: DFT, ωB97M-V/def2-TZVPD

The geometry in XYZ format:
```
82
Properties=species:S:1:pos:R:3:forces:R:3:mulliken_charge:R:1
C -3.50632 -3.13074 1.60569 -0.03 -1.18 0.00 -0.44
O -3.60759 -1.81495 0.93528 -0.39 -0.25 1.53 -0.34
C -4.08417 -0.76720 1.85368 0.17 -0.73 1.81 -0.45
C -2.90699 -0.34059 2.91816 -0.22 1.19 0.44 -0.45
C -1.85672 0.79386 2.36391 0.72 -0.21 0.42 -0.62
C -1.15619 0.39217 0.90455 -0.81 0.70 0.94 -0.14
C 0.29272 1.16718 0.86910 -0.90 0.78 -1.11 -0.93
C 1.30851 0.60347 -0.33583 -2.29 -1.50 3.29 0.12
F 0.38987 -0.17638 -1.24424 3.35 2.46 1.76 -0.40
N 1.90247 1.83167 -0.97092 2.48 -1.77 1.66 0.74
P 2.09870 1.73309 -2.72790 0.94 -0.42 -2.98 0.05
O 2.51860 0.14626 -3.30410 -2.35 1.86 0.13 -0.44
I -0.16524 2.14384 -3.72765 0.75 -0.62 0.61 -0.01
C 3.10740 2.37345 -0.24589 0.83 1.11 -0.92 0.22
N 3.37316 3.73788 -0.41874 -0.39 -2.82 0.38 -0.28
N 4.08787 1.60910 0.61108 -3.55 0.74 -0.64 -0.26
C 3.44667 0.49332 1.40359 -0.77 -1.48 0.39 -0.86
C 2.43235 -0.37482 0.39783 1.68 0.34 -0.45 0.23
N 3.37861 -1.04766 -0.61276 0.03 0.50 1.20 -0.48
P 1.60837 -1.86514 1.34329 -2.23 -4.67 -1.99 0.85
O 0.79013 -2.79491 0.36135 2.95 3.88 3.82 -0.63
O 2.98399 -2.84445 1.89646 -1.73 4.53 0.86 -0.50
O 0.76256 -1.38411 2.78657 2.95 -1.77 -1.28 -0.47
H -2.66663 -3.18365 2.43286 -1.70 0.35 -1.58 0.14
H -3.21430 -3.96346 0.80686 -0.64 2.16 1.50 0.16
H -4.54513 -3.46902 2.08003 2.11 0.93 -0.92 0.31
H -4.95672 -1.25937 2.49941 1.62 1.25 -1.36 0.28
H -4.49262 0.20062 1.31798 0.96 -2.24 0.65 0.30
H -3.46330 0.13639 3.85946 1.23 -1.03 -1.95 0.33
H -2.26681 -1.23430 3.32186 -1.44 1.52 -0.99 0.14
H -0.97441 0.86519 3.16510 -1.91 -0.18 -1.60 0.17
H -2.33454 1.88316 2.33315 0.87 -2.41 -0.14 0.32
H -1.08510 -0.77477 0.78379 -0.07 2.39 0.24 0.11
H -1.89524 0.83225 0.08517 1.91 -1.14 1.46 0.49
H 0.79998 1.19206 1.92210 -0.80 -0.35 -2.01 0.11
H 0.05847 2.30391 0.59094 0.57 -2.42 0.61 0.38
H 1.81852 -0.21305 -3.95660 1.34 0.65 1.67 0.34
H 3.76458 4.29046 0.39730 -0.01 -1.21 -1.68 0.31
H 3.12740 4.22967 -1.32514 -0.19 -0.77 1.68 0.29
H 4.93762 1.29763 0.09215 -0.97 0.85 0.31 0.37
H 2.90540 0.84430 2.38741 1.16 -0.20 -2.09 0.22
H 4.28732 -0.27746 1.73296 -1.68 1.84 -0.79 0.53
H 3.91538 -0.33916 -1.15802 -0.90 -0.66 0.41 0.30
H 4.12046 -1.60551 -0.10631 -1.34 0.65 -0.57 0.36
H 3.37905 -2.25359 2.62551 -0.37 -1.60 -1.20 0.35
H 1.04302 -2.03271 3.52528 -0.73 1.23 -1.57 0.36
C -0.46877 -7.54139 0.19573 -0.93 0.35 -0.44 -0.75
C 0.62947 -8.52684 -0.23254 0.15 0.76 -0.71 0.90
C 1.17310 -9.40627 0.88735 0.70 -0.89 0.28 0.08
F 1.75849 -8.68311 1.86956 -0.04 -0.39 -0.36 -0.20
F 2.13170 -10.24742 0.41219 -0.29 0.21 -0.21 -0.28
F 1.62679 -7.84239 -0.85437 -0.14 -0.29 0.38 -0.27
F 0.08760 -9.34283 -1.19160 0.01 -0.08 0.61 -0.33
O -0.04066 -6.20189 0.45430 1.11 -0.39 1.61 -0.32
C 0.44828 -5.95954 1.77209 -1.74 -0.66 -1.02 0.81
C 1.92097 -5.53037 1.78752 0.81 0.12 -0.54 0.34
F 2.72292 -6.48310 1.24684 -0.40 0.34 0.11 -0.25
F 2.35952 -5.32982 3.05876 -0.47 -0.05 0.10 -0.28
F 0.20745 -7.04405 2.54683 0.20 0.89 0.23 -0.30
F -0.32704 -4.96134 2.27536 0.63 -0.03 0.01 -0.22
H -1.15002 -7.44624 -0.65759 0.35 0.02 0.01 0.41
H -1.09733 -7.93600 1.00281 0.40 -0.03 -0.07 0.30
H 0.38424 -10.02136 1.32804 -0.13 0.10 -0.08 0.29
H 2.06674 -4.60527 1.22216 -0.40 -0.45 0.04 -0.05
C -3.36608 7.57052 -3.01522 -1.08 -0.30 -0.15 -0.70
C -2.74214 8.52661 -1.98699 -0.32 -0.72 0.57 0.87
C -1.72854 9.51032 -2.55970 0.62 0.99 0.21 0.09
F -0.65926 8.88619 -3.10515 -0.20 0.30 0.30 -0.20
F -1.23819 10.31675 -1.57916 -0.34 -0.26 0.00 -0.28
F -2.20820 7.80101 -0.96807 0.12 0.26 -0.30 -0.27
F -3.76797 9.24581 -1.43050 0.40 0.08 -0.52 -0.33
O -2.78688 6.26525 -3.08723 1.89 0.45 -0.66 -0.38
C -1.64349 6.14910 -3.93195 -2.21 0.69 -0.35 0.78
C -0.37943 5.74119 -3.16450 0.52 0.02 0.54 0.44
F -0.06243 6.65088 -2.20788 -0.21 -0.39 -0.23 -0.24
F 0.69390 5.66182 -3.99531 -0.40 -0.02 -0.11 -0.24
F -1.48604 7.29620 -4.63462 0.40 -0.99 -0.02 -0.27
F -1.95599 5.19107 -4.84592 0.57 0.02 0.52 -0.25
H -4.39588 7.39024 -2.68611 0.30 -0.02 0.17 0.42
H -3.47339 8.02877 -4.00552 0.29 0.00 0.28 0.33
H -2.18326 10.15302 -3.31799 -0.14 -0.12 -0.01 0.29
H -0.51135 4.77060 -2.67740 -0.23 0.16 -0.15 -0.11
```
Forces are in eV/Å.

Summary:
Net charge: +1
Total energy, a.u.: -4204.1024
Gap between HOMO and LUMO, eV: 5.8


Entry 2:
Molecular formula: C20H31N3O
Method: DFT, ωB97M-V/def2-TZVPD

The geometry in XYZ format:
```
55
Properties=species:S:1:pos:R:3:forces:R:3:mulliken_charge:R:1
C 5.42823 2.95100 0.81881 -0.07 -0.10 -0.30 -1.48
C 5.52547 1.80274 -0.18317 0.13 -0.18 0.18 0.68
C 6.96201 1.28572 -0.24101 -0.24 0.13 -0.14 -1.62
C 4.57770 0.65319 0.17419 -0.16 0.43 -0.29 -0.56
C 3.09749 1.02669 0.05463 0.34 -0.07 0.02 -0.76
N 2.25585 -0.13632 0.30827 0.04 0.06 0.16 0.19
C 1.00110 0.16179 0.98732 -0.34 0.13 -0.12 -1.09
C -0.04897 0.77104 0.04926 0.15 -0.01 0.18 -0.91
N -0.33360 -0.09188 -1.08230 0.01 -0.09 -0.03 0.20
C -1.27606 -1.16045 -0.80458 0.03 0.08 0.01 -0.14
C -2.63122 -0.58440 -0.54774 -0.02 0.01 -0.28 0.22
C -3.42479 0.16668 -1.36483 0.26 -0.19 0.06 -1.42
C -4.60194 0.49095 -0.63546 -0.03 -0.16 0.41 1.06
C -5.75733 1.21620 -0.92665 -0.03 -0.01 0.07 -0.68
C -6.72639 1.32931 0.04443 -0.13 0.13 -0.16 -0.51
C -6.57248 0.73623 1.30071 0.02 -0.08 0.17 -0.45
C -5.44224 0.01341 1.61792 -0.06 -0.01 0.11 -0.77
C -4.46135 -0.10335 0.64263 -0.39 0.33 -0.26 -0.08
N -3.25417 -0.74162 0.66681 0.20 -0.24 0.21 -0.01
C 0.89004 -0.45550 -1.76574 0.36 0.08 0.02 -1.63
C 2.04391 -0.97869 -0.87442 -0.28 -0.35 -0.31 0.43
C 1.87964 -2.45236 -0.47288 0.42 0.18 0.11 -0.60
C 3.11722 -2.97824 0.26116 -0.17 -0.15 -0.31 -0.70
O 3.26678 -2.41840 1.53741 0.08 0.13 0.50 -0.64
H 4.44153 3.40636 0.80392 -0.10 0.11 0.08 0.36
H 6.15719 3.72180 0.57869 0.05 0.12 0.03 0.44
H 5.62964 2.59160 1.82571 0.03 -0.03 0.16 0.30
H 5.25282 2.18189 -1.17546 0.00 -0.02 0.01 0.29
H 7.64602 2.08629 -0.51306 0.13 0.05 -0.01 0.45
H 7.26058 0.89371 0.72876 0.07 -0.06 0.13 0.33
H 7.05775 0.48994 -0.97633 0.06 -0.11 -0.06 0.38
H 4.77897 0.32004 1.19424 0.03 -0.08 0.06 0.27
H 4.78623 -0.18668 -0.49182 0.01 -0.11 0.02 0.17
H 2.91297 1.46874 -0.93566 -0.03 0.06 0.05 0.12
H 2.85882 1.78343 0.80362 -0.04 0.05 -0.06 0.46
H 0.62074 -0.77255 1.41014 -0.03 0.04 0.07 0.33
H 1.20672 0.83820 1.81941 -0.01 -0.06 0.02 0.62
H 0.32509 1.72109 -0.34762 -0.03 0.05 0.09 0.39
H -0.97819 0.97075 0.58521 0.00 0.09 0.00 0.53
H -1.31437 -1.79883 -1.69224 0.03 -0.04 0.13 0.47
H -0.99460 -1.79407 0.05446 -0.03 -0.05 -0.09 0.08
H -3.19375 0.45869 -2.36905 0.13 0.05 -0.22 0.53
H -5.88277 1.67687 -1.89525 -0.03 0.05 -0.09 0.40
H -7.62858 1.88690 -0.16133 -0.06 0.04 -0.03 0.37
H -7.35632 0.84833 2.03531 -0.05 0.00 0.06 0.38
H -5.32250 -0.44530 2.58892 -0.02 -0.03 0.10 0.38
H -2.88649 -1.26608 1.44296 -0.02 0.04 -0.10 0.23
H 1.23902 0.45504 -2.26868 0.04 -0.07 -0.05 0.36
H 0.66102 -1.19225 -2.53778 0.03 0.01 -0.05 0.57
H 2.95852 -0.91959 -1.47639 -0.03 0.00 0.03 0.51
H 1.72275 -3.04511 -1.37574 -0.07 -0.04 -0.05 0.38
H 1.01689 -2.58970 0.17724 -0.11 -0.05 0.00 0.03
H 4.01303 -2.78415 -0.35119 -0.06 -0.08 -0.03 0.24
H 3.03433 -4.05941 0.40698 0.05 0.07 -0.11 0.48
H 3.13555 -1.45879 1.42746 -0.07 -0.07 -0.08 0.44
```
Forces are in eV/Å.

Summary:
ΔE to the lowest compared entry with this formula, charge and spin, kJ/mol: 101.5
SMILES string: CC(C)CCN1CCN(Cc2cc3ccccc3[nH]2)C[C@@H]1CCO
Total energy, a.u.: -1020.1990
Gap between HOMO and LUMO, eV: 8.5


Entry 3:
Molecular formula: C20H31N3O3S
Method: DFT, ωB97M-V/def2-TZVPD

The geometry in XYZ format:
```
58
Properties=species:S:1:pos:R:3:forces:R:3:mulliken_charge:R:1
C -0.57951 1.52617 4.00084 0.13 0.26 -0.07 -1.46
C -0.41078 2.61063 2.93375 -0.01 0.01 0.23 -0.51
N 0.48391 2.14353 1.89665 -0.45 -0.32 0.25 0.28
C 1.57898 2.80839 1.49095 0.53 -0.17 -0.48 0.18
O 1.99861 3.81981 2.01540 0.11 0.39 0.17 -0.72
C 2.25003 2.16179 0.27062 -0.15 0.11 0.17 0.49
C 2.64955 0.71241 0.59776 0.09 -0.06 -0.13 -0.69
C 2.86721 -0.13841 -0.65382 0.36 -0.19 0.61 -1.21
N 1.80162 0.00890 -1.62477 -0.85 -0.55 0.08 0.11
S 0.34693 -0.68054 -1.17548 0.71 -0.49 -0.30 1.04
O -0.05900 -0.34875 0.16583 0.00 -0.22 0.22 -0.74
O -0.59674 -0.38854 -2.21042 -0.01 0.12 -0.29 -0.82
N 0.80386 -2.28095 -1.16443 -0.14 1.10 0.13 0.31
C 1.14508 -2.75786 -2.49167 0.08 -0.05 -0.63 -1.12
C -0.00068 -3.38167 -3.29083 0.19 -0.20 0.08 -0.69
C -0.17854 -4.87156 -3.00569 -0.28 0.13 0.05 -0.73
C -0.72829 -5.17669 -1.61536 0.30 -0.14 -0.10 -0.59
C 0.10016 -4.59031 -0.47260 -0.22 0.19 -0.16 -0.97
C -0.07386 -3.08257 -0.31767 -0.23 -0.05 0.74 -0.55
C 1.66777 1.38266 -2.07661 -0.45 0.53 -0.20 -1.32
C 1.28155 2.29590 -0.91819 0.20 -0.07 -0.22 -0.40
C -1.75555 2.98392 2.34895 0.07 0.17 0.04 0.44
C -2.39663 2.14176 1.44698 -0.01 0.07 0.05 -0.05
C -3.63188 2.48612 0.92672 -0.02 -0.09 -0.05 -0.80
C -4.24479 3.66826 1.30597 -0.09 0.06 -0.01 -0.41
C -3.61429 4.50878 2.20696 -0.09 0.06 0.00 -0.60
C -2.37580 4.16843 2.72229 0.05 -0.09 0.01 -0.47
H -0.99431 0.62644 3.55145 -0.08 -0.13 -0.01 0.32
H -1.25486 1.87127 4.77947 -0.09 -0.03 0.08 0.41
H 0.38251 1.28659 4.44737 0.09 -0.05 0.05 0.39
H 0.06136 3.49644 3.37196 -0.11 -0.14 -0.10 0.65
H 0.18909 1.31617 1.39422 0.16 0.10 -0.04 -0.06
H 3.15434 2.73665 0.04645 -0.13 0.01 0.11 0.41
H 1.87466 0.23259 1.19233 0.20 0.04 0.04 0.23
H 3.56639 0.72339 1.19031 -0.02 -0.02 0.04 0.53
H 3.79787 0.13973 -1.15829 -0.07 -0.07 -0.03 0.46
H 2.91012 -1.19601 -0.38912 0.25 0.07 0.03 0.48
H 1.52257 -1.87465 -3.00896 0.15 -0.29 -0.15 0.56
H 1.96830 -3.47405 -2.39718 0.00 0.08 -0.05 0.55
H -0.91803 -2.83002 -3.08379 -0.08 0.04 -0.10 0.31
H 0.22452 -3.25866 -4.35190 -0.03 0.07 0.00 0.37
H 0.78672 -5.36983 -3.12933 0.04 -0.06 -0.05 0.30
H -0.86183 -5.29413 -3.74582 0.07 -0.06 -0.03 0.34
H -0.77354 -6.26188 -1.49457 -0.09 0.01 0.01 0.35
H -1.74900 -4.79529 -1.53907 -0.08 -0.03 0.03 0.31
H -0.23220 -5.05047 0.46030 0.09 0.06 0.01 0.36
H 1.15527 -4.83102 -0.60184 0.12 -0.09 0.09 0.34
H -1.12297 -2.81763 -0.50453 -0.01 -0.14 0.09 0.44
H 0.16030 -2.77875 0.70600 -0.18 -0.15 -0.06 0.36
H 2.62251 1.67896 -2.52064 -0.04 -0.10 -0.01 0.45
H 0.89350 1.39168 -2.84462 0.17 0.19 -0.07 0.50
H 0.26772 2.02736 -0.61739 -0.01 0.17 -0.02 0.16
H 1.26784 3.33590 -1.24891 -0.07 0.01 0.02 0.51
H -1.93487 1.21417 1.13859 0.04 -0.11 -0.05 0.37
H -4.11626 1.82709 0.22112 -0.04 -0.05 -0.06 0.41
H -5.20940 3.93444 0.89913 -0.07 0.02 -0.03 0.39
H -4.08541 5.43387 2.50585 -0.03 0.08 0.02 0.38
H -1.88182 4.83009 3.41928 0.08 0.07 0.07 0.38
```
Forces are in eV/Å.

Summary:
ΔE to the lowest compared entry with this formula, charge and spin, kJ/mol: 147.0
SMILES string: C[C@@H](NC(=O)C1CCN(S(=O)(=O)N2CCCCCC2)CC1)c1ccccc1
Total energy, a.u.: -1568.9022
Gap between HOMO and LUMO, eV: 9.6


Entry 4:
Molecular formula: C20H31N4O3S4Ti
Method: DFT, ωB97M-V/def2-TZVPD

The geometry in XYZ format:
```
63
Properties=species:S:1:pos:R:3:forces:R:3:mulliken_charge:R:1
Ti 0.27222 -0.47925 0.12697 0.35 -1.63 1.67 -0.60
C -1.72436 -0.13725 2.86577 -0.12 0.13 -0.27 -0.79
C -0.42636 -0.24513 3.64414 0.16 0.07 -0.20 -0.83
S 1.09040 -0.08899 2.60932 0.04 -0.51 0.21 0.10
C 2.11589 -1.50262 3.18906 -0.22 0.29 -0.30 -0.90
C 1.54263 -2.88042 2.92566 -0.16 0.04 -0.44 -0.92
S 0.85132 -3.05875 1.22224 -0.35 -0.07 0.38 0.40
C -0.75852 -3.83176 1.59998 0.32 0.24 -0.21 -0.99
C -1.75716 -2.88898 2.24485 0.09 0.23 -0.30 -0.68
S -1.86121 -1.23480 1.40475 0.07 -0.45 0.75 0.30
H -1.86015 0.86557 2.45245 -0.09 -0.17 0.19 0.30
H -2.56900 -0.36664 3.52158 0.04 0.08 -0.09 0.67
H -0.34546 -1.18678 4.18075 0.02 -0.03 0.04 0.47
H -0.38297 0.56535 4.37498 0.01 -0.08 -0.02 0.60
H 2.29353 -1.37080 4.25801 0.07 0.11 -0.06 0.57
H 3.06328 -1.36346 2.66402 -0.01 0.03 0.11 0.40
H 0.74112 -3.13853 3.61599 0.05 0.01 0.03 0.51
H 2.33845 -3.62485 3.02275 -0.16 0.05 0.04 0.58
H -0.57630 -4.70574 2.23184 -0.05 0.06 -0.11 0.56
H -1.11812 -4.18836 0.63573 -0.03 -0.11 0.04 0.33
H -1.54170 -2.72503 3.29856 0.00 0.06 -0.03 0.43
H -2.75276 -3.32942 2.17017 -0.02 0.12 0.06 0.56
N -2.52777 7.10031 -1.73144 -0.01 0.08 -0.04 -0.41
C -2.15002 5.85273 -1.46864 -0.01 -0.19 0.05 1.09
C -2.81431 4.75703 -2.07359 0.09 -0.44 0.00 -0.99
C -2.44751 3.46976 -1.78442 -0.40 0.21 -0.30 -0.50
C -1.39617 3.23531 -0.89466 0.52 -1.64 0.50 -0.26
C -0.70988 4.28897 -0.29094 0.22 0.50 0.04 -0.30
C -1.08967 5.57904 -0.56818 0.24 -0.36 0.16 -1.02
S -1.05855 1.55366 -0.57440 -1.30 1.87 -0.72 2.05
O -0.28190 1.29393 0.71019 0.36 1.00 0.34 -0.55
O -2.24397 0.73869 -0.53268 -0.47 0.41 -0.51 -0.67
N 0.03774 0.73928 -1.51407 0.36 0.61 1.14 -0.05
C -0.52983 -0.27246 -2.24114 -0.97 -1.44 -1.23 0.51
N -0.91135 -0.16110 -3.48881 0.48 0.74 0.37 -0.68
C -1.50326 -1.20322 -4.04637 -0.19 -0.31 0.05 -0.60
C -1.76004 -2.37150 -3.32712 0.14 0.04 0.28 -0.78
C -1.30447 -2.42635 -2.02530 -0.12 -0.49 -0.19 0.07
N -0.65750 -1.38932 -1.47507 -0.13 0.61 -0.82 0.89
H -3.27880 7.28809 -2.37871 0.09 0.04 0.09 0.22
H -2.07573 7.88976 -1.29714 -0.05 -0.03 -0.06 0.22
H -3.62095 4.94137 -2.76464 -0.12 0.00 -0.07 0.34
H -2.96060 2.62771 -2.21929 -0.22 0.02 -0.18 0.49
H 0.09250 4.08547 0.39895 0.16 0.11 0.13 0.50
H -0.57720 6.40198 -0.09459 0.07 0.05 0.08 0.35
H -1.78997 -1.07897 -5.08178 -0.08 -0.14 -0.08 0.49
H -2.29061 -3.20084 -3.76433 -0.02 -0.10 -0.04 0.50
H -1.44662 -3.30919 -1.41385 -0.01 0.02 -0.03 0.24
C 2.81101 1.25050 -0.21861 -0.13 -0.19 -0.23 -1.09
C 3.18061 -0.19454 -0.50182 0.95 0.95 0.15 -0.45
O 2.01161 -1.06242 -0.55063 0.61 0.12 -0.34 0.08
C 2.25366 -2.20339 -1.44088 0.06 -1.28 -0.58 -0.54
C 3.50572 -2.99775 -1.08890 -0.19 0.38 0.05 -1.28
H 2.27847 1.68143 -1.06935 0.09 0.01 0.20 0.32
H 3.73720 1.80798 -0.08334 0.00 0.00 0.09 0.56
H 2.21719 1.36430 0.69528 0.19 0.11 -0.08 0.16
H 3.85428 -0.59208 0.26989 -0.22 -0.01 -0.26 0.35
H 3.68265 -0.24254 -1.47500 -0.17 -0.17 0.21 0.51
H 2.32220 -1.82414 -2.46894 -0.16 0.18 0.27 0.52
H 1.36984 -2.84718 -1.35893 0.32 0.33 -0.02 0.47
H 4.41295 -2.53063 -1.46317 0.04 0.06 0.08 0.43
H 3.44123 -3.98098 -1.54908 -0.11 -0.04 -0.07 0.43
H 3.58305 -3.14207 -0.01411 0.06 -0.08 0.11 0.25
```
Forces are in eV/Å.

Summary:
Net charge: +3
Total energy, a.u.: -3666.7542
Gap between HOMO and LUMO, eV: 5.1